Here is a molecular structure, C21H38CsN6S2 from the OMol25 dataset. Energies are from ωB97M-V/def2-TZVPD.

Last column: natural (NBO) charge in e.
CARTESIAN COORDINATES (ANGSTROEM)
Cs -0.35527 0.56681 -1.11519  0.8912
C -3.39179 0.54023 1.45605  -0.4349
N -2.46441 -0.56647 1.60766  -0.4394
C -3.14785 -1.76336 2.03853  -0.4128
C -1.35708 -0.17732 2.47189  -0.2659
C -0.19217 -1.16200 2.41897  -0.2548
N 1.08913 -0.46736 2.42694  -0.4292
C 2.17926 -1.38163 2.15571  -0.4152
C 1.30821 0.25522 3.65926  -0.4154
H -3.94491 0.74759 2.39059  0.1475
H -4.12584 0.30466 0.68052  0.1799
H -2.83741 1.43835 1.17362  0.2513
H -3.64997 -1.62717 3.01519  0.1490
H -2.44443 -2.59191 2.12627  0.2092
H -3.90859 -2.04260 1.30581  0.1873
H -1.70833 -0.02187 3.51051  0.1468
H -1.00721 0.78932 2.09802  0.2631
H -0.24950 -1.72895 1.48787  0.2471
H -0.24580 -1.89231 3.25144  0.1442
H 2.30640 -2.13233 2.95886  0.1461
H 3.11276 -0.82285 2.06232  0.1907
H 1.99184 -1.90567 1.21809  0.2243
H 1.33299 -0.41919 4.53746  0.1455
H 0.52098 0.99295 3.81319  0.2089
H 2.25942 0.78806 3.61142  0.1952
S 0.29307 -3.11310 -0.80254  -0.5371
C -0.82720 -2.94361 -2.10948  0.0522
N -1.97863 -2.07897 -2.01357  -0.6890
C -2.62610 -2.16784 -3.31407  -0.2307
C -1.40766 -2.16123 -4.24115  -0.2221
N -0.42465 -2.92486 -3.47899  -0.6641
H -2.56148 -2.34440 -1.23060  0.3835
H -3.28414 -1.31380 -3.49348  0.1845
H -3.20135 -3.09465 -3.44862  0.1643
H -1.09172 -1.12448 -4.42227  0.1617
H -1.62046 -2.62348 -5.20882  0.1809
H 0.53308 -2.61663 -3.61002  0.3668
N 3.03901 -2.06807 -2.20850  -0.8433
C 3.56180 -0.86281 -1.86635  0.3046
N 2.88518 0.09540 -1.32128  -0.5552
C 3.67116 1.21775 -1.14192  0.2033
C 3.23358 2.40511 -0.54950  -0.2461
C 4.12328 3.45598 -0.43037  -0.2034
C 5.44051 3.33974 -0.88009  -0.2407
C 5.89361 2.16058 -1.45636  -0.2253
C 5.00118 1.10775 -1.58241  -0.2464
S 5.25488 -0.48829 -2.23648  0.2809
H 2.16106 -2.33884 -1.72580  0.4295
H 3.68643 -2.83093 -2.32258  0.3834
H 2.21746 2.49126 -0.17908  0.2449
H 3.78837 4.37989 0.02386  0.2160
H 6.11893 4.17664 -0.77320  0.2049
H 6.91709 2.06634 -1.79609  0.2094
C -1.79719 4.90151 0.24633  -0.5954
C -0.60161 4.37602 1.04948  -0.1943
C -0.75395 4.84692 2.50606  -0.6058
C 0.68022 5.00694 0.47857  -0.6060
C -0.53439 2.85924 0.96758  -0.7316
H -1.90569 5.98960 0.32367  0.1748
H -2.71736 4.43349 0.60239  0.2023
H -1.68382 4.64124 -0.80911  0.1945
H -0.86499 5.93618 2.57705  0.1778
H 0.11923 4.55164 3.09227  0.1971
H -1.63211 4.38351 2.96174  0.2014
H 0.67460 6.10053 0.57079  0.1823
H 0.79328 4.75839 -0.57990  0.1979
H 1.55565 4.62529 1.01028  0.1947
H 0.33242 2.57922 1.61732  0.0831

Its HOMO energy (spin up / spin down) is -2.817 / -1.846 eV. As for the total charge: -1. The frontier orbital gap (spin up / spin down) comes out at 4.813 / 3.861 eV.

---

Here is 10 unconnected molecules or ions with the total composition C21H38FN11O24S in a non-equilibrium geometry from the OMol25 dataset. Energies are from ωB97M-V/def2-TZVPD.

Last column: Mulliken charge in e.
CARTESIAN COORDINATES (ANGSTROEM)
N 3.13408 -5.29972 -1.57085  -0.6972
C 2.53718 -4.33152 -0.62119  -0.5911
C 2.53819 -2.85944 -1.11981  0.1403
C 1.43028 -1.90830 -0.86413  0.5976
C 0.14006 -2.32066 -0.10589  -0.4350
C -1.10778 -2.22675 -1.10315  0.1411
O -1.30257 -3.52402 -1.72280  -0.3683
C -2.54140 -4.06304 -1.45610  0.0251
O -3.10723 -4.05892 -0.39443  -0.4813
C 1.56228 -0.50931 -1.35223  0.6004
S 0.28696 0.75295 -1.06237  1.4626
O -0.41104 0.59877 0.20224  -0.4293
O 0.95882 2.05189 -1.02431  -0.6752
F -0.76657 0.83860 -2.30929  -0.3242
C 2.74604 -0.03079 -2.07766  -0.7393
C 3.82591 -0.94587 -2.36644  -0.4232
C 3.66633 -2.32516 -1.86436  0.3589
C 4.99339 -2.97307 -2.34826  0.0228
O 5.53864 -4.01289 -2.08375  -0.5452
N 5.67413 -2.07819 -3.24935  -0.1924
C 5.17497 -0.74890 -3.10344  0.0924
O 5.70856 0.26326 -3.45501  -0.5397
H 2.59581 -6.16772 -1.49479  0.2498
H 4.04252 -5.55297 -1.16423  0.2747
H 3.03034 -4.41599 0.38595  0.2808
H 1.47192 -4.65931 -0.45740  0.3839
H -0.08021 -1.68136 0.78548  0.5088
H 0.16599 -3.38397 0.23383  -0.4303
H -2.01156 -1.82864 -0.58361  0.1523
H -0.89891 -1.51364 -1.95100  0.2242
H -3.04523 -4.59907 -2.31122  0.4147
H 2.82299 1.02142 -2.44460  0.6123
H 6.69202 -2.18596 -3.22970  0.3229
C 1.37129 2.44921 2.86704  -0.5862
N 2.46072 1.55422 3.34183  0.9522
O 2.81815 0.65808 2.59657  -0.5389
O 2.91921 1.78168 4.44391  -0.5742
H 1.06215 2.12982 1.87543  0.0942
H 0.54788 2.36563 3.57343  0.2878
H 1.76458 3.45722 2.84016  0.3937
C -0.77558 6.82220 2.42432  -0.9591
N 0.31584 5.93478 2.90064  0.9911
O 0.67427 5.03669 2.15664  -0.5691
O 0.77673 6.16521 4.00130  -0.5851
H -1.08280 6.49703 1.43650  0.2734
H -1.59840 6.73750 3.13140  0.3683
H -0.38077 7.84510 2.39197  0.4473
C 2.69502 9.18931 0.62732  -0.8039
N 1.32550 8.66148 0.86365  0.9027
O 0.95697 7.73185 0.17645  -0.4629
O 0.66852 9.20589 1.73702  -0.5848
H 3.15704 8.61450 -0.17000  0.3267
H 2.59841 10.23518 0.34455  0.2880
H 3.25239 9.08139 1.55530  0.3095
C 2.28968 -9.20738 1.14042  -0.7164
N 1.49729 -8.22288 0.35584  0.7864
O 0.69091 -8.65724 -0.43822  -0.5256
O 1.71817 -7.04144 0.56943  -0.4253
H 1.98936 -10.20910 0.84748  0.3114
H 3.34010 -9.03693 0.91471  0.2960
H 2.07960 -9.03302 2.19357  0.2735
C -0.24396 -5.83353 2.89193  -0.4260
N 0.57237 -4.74033 3.48489  0.9163
O 0.61920 -3.68563 2.87986  -0.4892
O 1.13389 -4.98215 4.53348  -0.5528
H -0.68371 -5.47826 1.96399  0.1542
H 0.42040 -6.67395 2.70730  0.0207
H -1.01747 -6.09213 3.61170  0.3458
C -5.79051 -3.09327 0.38658  -0.5583
N -6.97880 -3.72651 1.02120  0.9129
O -6.94010 -4.92835 1.21195  -0.5525
O -7.90783 -2.99489 1.30522  -0.5601
H -5.04714 -3.86144 0.19074  0.3329
H -6.12094 -2.63075 -0.54073  0.2926
H -5.40513 -2.35132 1.08063  0.1947
C -3.66184 1.54704 0.72347  -0.4994
N -4.51308 0.46217 0.16497  0.9454
O -3.96672 -0.58569 -0.14605  -0.5489
O -5.69845 0.69484 0.05688  -0.5473
H -2.63423 1.20018 0.76142  0.0632
H -3.75478 2.40857 0.06599  0.2488
H -4.03170 1.77211 1.72142  0.3153
C -4.45643 6.17545 -0.75659  -0.7661
N -3.88412 6.08534 0.61317  0.8218
O -3.68552 7.12650 1.20777  -0.4937
O -3.65448 4.96928 1.04099  -0.4542
H -4.60734 7.22225 -1.00337  0.3393
H -3.74532 5.71587 -1.43973  0.2811
H -5.40265 5.63874 -0.75225  0.2814
C 1.27649 3.08009 -4.28543  -0.6734
N 0.47736 4.05772 -5.07088  0.9249
O -0.32282 3.61339 -5.87179  -0.5407
O 0.68354 5.23541 -4.85322  -0.5417
H 0.98964 2.07464 -4.58191  0.3028
H 2.32647 3.26184 -4.50611  0.3153
H 1.05861 3.24908 -3.23232  0.2300

Its HOMO energy is -10.016 eV. As for the total charge: 0. The frontier orbital gap comes out at 8.486 eV.

---

Here is a molecular structure, C21H38MgN5O in a non-equilibrium geometry from the OMol25 dataset. Energies are from ωB97M-V/def2-TZVPD.

Last column: natural (NBO) charge in e.
CARTESIAN COORDINATES (ANGSTROEM)
Mg -5.36613 -2.06323 -3.96234  0.8775
C -0.67752 -0.27329 -1.22332  -0.3252
O -1.69723 -0.96927 -1.91879  -0.2642
H 0.32813 -0.50972 -1.57099  0.2093
H -0.74735 0.80276 -1.06419  0.2146
H -0.64471 -0.66651 -0.20725  0.2877
C 5.92883 3.08894 2.41841  -0.6251
C 6.55917 3.52995 1.13195  -0.3912
C 5.56070 3.24709 -0.06102  -0.4891
C 4.56276 4.36015 -0.36887  0.2775
N 3.78283 5.27484 -0.55287  -0.3544
H 6.64555 2.88744 3.21453  0.2238
H 5.27727 2.21543 2.44189  0.2077
H 5.32178 3.92649 2.76204  0.2171
H 7.42591 2.93590 0.84217  0.2111
H 7.01714 4.51892 1.14883  0.2301
H 4.96391 2.36511 0.17146  0.2400
H 5.98226 3.23658 -1.06614  0.2527
C -4.34128 -4.77485 5.81252  -0.6030
C -4.48355 -4.57770 4.29509  -0.3845
C -5.97567 -4.44609 3.97720  -0.5000
C -6.20092 -4.19873 2.51530  0.3145
N -6.28115 -3.99458 1.38957  -0.3854
H -3.30194 -4.62767 6.10613  0.2217
H -4.71388 -5.74373 6.14497  0.2116
H -4.97750 -3.99236 6.22609  0.2055
H -4.15182 -5.40012 3.66132  0.2078
H -3.88615 -3.69787 4.05614  0.2124
H -6.36445 -3.47231 4.27501  0.2454
H -6.58279 -5.28044 4.32844  0.2542
C 0.28453 3.81790 -8.31499  -0.6186
C -0.88307 4.08412 -9.26506  -0.3885
C -1.36636 2.67170 -9.74356  -0.5153
C -2.05359 1.73749 -8.82512  0.3158
N -2.54849 0.97612 -8.07829  -0.3802
H 1.06631 4.55310 -8.50577  0.2177
H 0.79322 2.85897 -8.41388  0.2097
H -0.07664 3.92840 -7.29252  0.2134
H -0.44291 4.68428 -10.06140  0.2220
H -1.67169 4.71581 -8.85623  0.2212
H -0.57675 2.02717 -10.12982  0.2509
H -2.03843 2.77006 -10.59606  0.2521
C 7.67228 -6.26871 0.40046  -0.6134
C 6.30529 -5.82396 -0.17603  -0.3851
C 6.18777 -4.33649 -0.25946  -0.5116
C 7.22104 -3.69459 -1.10376  0.2829
N 8.04130 -3.10605 -1.73926  -0.3237
H 7.63053 -7.27865 0.80835  0.2183
H 7.86278 -5.63563 1.26707  0.2006
H 8.46854 -6.23105 -0.34295  0.2227
H 5.48504 -6.18961 0.44170  0.2064
H 6.13428 -6.37362 -1.10162  0.2107
H 6.16653 -3.96641 0.76557  0.2471
H 5.23942 -4.14326 -0.76084  0.2452
C -7.22662 3.18613 5.30279  -0.6101
C -6.39943 4.01233 4.31969  -0.3877
C -5.22446 3.22527 3.76483  -0.4818
C -4.07959 2.88319 4.77331  0.2781
N -3.19498 2.68244 5.51600  -0.3343
H -6.60338 2.88476 6.14472  0.2171
H -7.69502 2.40008 4.71050  0.1998
H -7.97722 3.84064 5.74588  0.2194
H -5.97170 4.86022 4.85470  0.2097
H -7.09325 4.35958 3.55410  0.2133
H -4.74701 3.83708 2.99943  0.2444
H -5.65044 2.34997 3.27444  0.2320

Its HOMO energy is -11.593 eV. As for the total charge: +1. The frontier orbital gap comes out at 3.107 eV.

---

Which of these has the lowest total charge?
C21H38CsN6S2